C5H13AuO6PSTe as an isolated structure. Source: the Open Molecules 2025 dataset; level of theory: wB97M-V/def2-TZVPD.

Computed properties:
Gap between HOMO and LUMO (eV): 7.379
E_tot (Ha): -1793.19431
Lowest unoccupied orbital energy (eV): 2.8

```
! wB97M-V def2-TZVPD RIJCOSX def2/J DEFGRID3
* xyz -1 1
Au 0.762 -2.230 -1.051
C -1.736 2.220 -0.602
C -2.115 1.037 0.260
O -0.990 0.157 0.311
P -1.009 -1.176 1.217
O 0.347 -1.821 0.928
Te -2.983 -2.401 0.996
O -0.922 -0.608 2.718
C 0.274 0.080 3.119
C -0.089 1.036 4.231
H -2.565 2.927 -0.659
H -1.492 1.890 -1.611
H -0.867 2.735 -0.190
H -2.966 0.491 -0.153
H -2.378 1.349 1.275
H 0.703 0.610 2.265
H 1.001 -0.663 3.449
H -0.812 1.774 3.882
H 0.799 1.562 4.586
H -0.531 0.497 5.070
C 1.950 -0.336 -3.972
S 2.482 -1.984 -3.560
O 1.221 -2.641 -3.029
O 2.873 -2.614 -4.796
O 3.488 -1.848 -2.532
H 1.421 -0.370 -4.921
H 2.836 0.290 -4.050
H 1.299 0.037 -3.184
*
```